C38H46FeN6P3 as an isolated structure, computed with the ωB97M-V functional and the def2-TZVPD basis.

Strongest force on any atom   1.0 eV/A
Relative energy (zero: lowest compared OMol25 entry of this formula, charge and spin)   1.606 eV
Kohn-Sham gap (alpha / beta)   7.67 / 7.68 eV
Highest occupied orbital energy (alpha / beta)   -9.6 / -9.6 eV
Calculated total energy   -4091.76557 Ha
Net charge   +1

Positions of all 94 atoms, in Å:
Fe -0.26014 -0.87912 0.34855
C -3.48860 -0.65957 1.07796
P -2.48706 0.08687 -0.26289
C -3.27563 1.73426 -0.30151
C -4.45297 1.94238 -1.01809
C -5.13688 3.14205 -0.89099
C -4.66431 4.13397 -0.03879
C -3.50386 3.92578 0.69049
C -2.81058 2.72920 0.55755
C -2.98776 -0.67579 -1.85397
C -2.72466 0.03518 -3.02874
C -2.95463 -0.53317 -4.27386
C -3.46331 -1.82417 -4.36633
C -3.73926 -2.53648 -3.20860
C -3.49554 -1.96828 -1.96188
C -2.60706 -0.76022 2.29089
C -2.94469 -0.93115 3.61475
C -1.73889 -1.22304 4.30658
C -0.73402 -1.20521 3.36660
C 0.69433 -1.66471 3.45501
P 1.47091 -1.14047 1.89284
C 2.92319 -2.19992 1.60332
C 2.97912 -3.51655 2.05468
C 4.03643 -4.34495 1.69075
C 5.04254 -3.87154 0.86328
C 4.99536 -2.56287 0.39957
C 3.94118 -1.73773 0.76298
C 2.11288 0.48188 2.42901
C 3.40935 0.66903 2.90219
C 3.79792 1.90453 3.40570
C 2.88967 2.95278 3.46677
C 1.58388 2.76264 3.03371
C 1.19702 1.53337 2.51724
N -1.24753 -0.86468 2.13810
H -4.36106 -0.03746 1.26422
H -3.86058 -1.63593 0.75136
H -4.83667 1.17344 -1.67855
H -6.04751 3.30093 -1.45511
H -5.20890 5.06399 0.06360
H -3.13953 4.69023 1.36566
H -1.91836 2.55906 1.14674
H -2.35678 1.05520 -2.96767
H -2.74788 0.03451 -5.17313
H -3.65908 -2.26507 -5.33625
H -4.15970 -3.53368 -3.27312
H -3.73219 -2.54123 -1.07372
H -3.94492 -0.89856 4.02941
H -1.62847 -1.45381 5.35802
H 1.24380 -1.22245 4.28383
H 0.75956 -2.75025 3.56638
H 2.20558 -3.90980 2.70293
H 4.07534 -5.36045 2.06539
H 5.86446 -4.51734 0.58300
H 5.78343 -2.18391 -0.23972
H 3.92170 -0.71482 0.41356
H 4.12564 -0.14305 2.86612
H 4.81075 2.04413 3.76141
H 3.19481 3.91114 3.86863
H 0.86463 3.56991 3.11025
H 0.16947 1.37276 2.21301
N -1.00636 -2.97239 0.59030
C -0.21299 -3.95120 -0.15803
C -0.10071 -3.39752 -1.55070
N 0.46571 -2.04301 -1.45132
H -1.00369 -3.14528 1.58970
H -1.98101 -3.02804 0.31605
H -0.65082 -4.94967 -0.16871
H 0.77588 -4.02272 0.29996
H -1.10121 -3.30763 -1.97559
H 0.48358 -4.04485 -2.20493
H 0.38902 -1.58141 -2.34840
H 1.45858 -2.09146 -1.23840
C 0.69734 2.95064 -3.14116
N 1.51283 1.74292 -3.29825
C 2.88736 2.04471 -2.89097
N 2.98658 2.57613 -1.53142
C 2.14439 3.76969 -1.43798
N 0.74730 3.51540 -1.79253
C 0.09487 2.64433 -0.82035
P 0.88772 0.96795 -0.69456
C 0.97811 0.62368 -2.52625
C 2.64388 1.58694 -0.51355
H -0.33882 2.71785 -3.39535
H 1.06573 3.70143 -3.83937
H 3.29158 2.78880 -3.57693
H 3.48975 1.13804 -2.96847
H 2.53751 4.51138 -2.13261
H 2.19705 4.17554 -0.42638
H -0.95163 2.52457 -1.08382
H 0.13590 3.11417 0.16395
H -0.02107 0.36221 -2.88397
H 1.63074 -0.23821 -2.68114
H 3.33382 0.74712 -0.58147
H 2.75913 2.02811 0.47350